Arrangement A

Computed, not measured: the molecule C5H6O, with ωB97M-V/def2-TZVPD.

Last column: natural (NBO) charge in e.
Positions of all 12 atoms, in Å:
C -1.90 -0.82 0.20  -0.235
C -1.35 0.06 0.82  -0.009
C -0.08 0.77 1.05  -0.495
C 0.79 -0.15 0.20  0.075
C 0.78 0.02 -1.24  -0.116
O 1.95 0.30 -0.46  -0.487
H -2.28 -1.61 -0.41  0.237
H 0.23 0.80 2.10  0.238
H -0.09 1.79 0.65  0.240
H 0.83 -1.16 0.62  0.189
H 0.29 0.90 -1.65  0.179
H 0.82 -0.85 -1.90  0.184

Values from the calculation:
SMILES = C#CC[C@H]1CO1
Kohn-Sham gap = 11.00 eV
total charge = 0
E_LUMO = 1.01 eV

Arrangement B

Computed, not measured: the molecule C5H6O, with ωB97M-V/def2-TZVPD.

Last column: natural (NBO) charge in e.
Positions of all 12 atoms, in Å:
C -1.18 -1.50 -0.06  -0.627
C -2.41 -1.28 -0.32  0.269
C -0.02 -0.71 0.46  -0.410
C 0.10 0.60 -0.30  -0.519
C -0.98 1.64 -0.12  0.444
O -2.05 1.36 0.41  -0.510
H -0.97 -2.49 -0.30  0.287
H -0.16 -0.54 1.63  0.241
H 0.91 -1.23 0.15  0.230
H 0.95 1.22 0.01  0.228
H 0.11 0.18 -1.39  0.251
H -0.70 2.71 -0.59  0.116

Values from the calculation:
Kohn-Sham gap = 10.30 eV
total charge = 0
E_LUMO = 0.12 eV

Bottom line: arrangement A, by a margin of 1.235 eV.

Arrangement A

Computed, not measured: the molecule C5H6O, with ωB97M-V/def2-TZVPD.

Last column: natural (NBO) charge in e.
Positions of all 12 atoms, in Å:
C 2.59 0.25 0.09  -0.258
C 1.50 -0.17 0.13  -0.030
C 0.10 -0.64 0.08  0.177
O -0.13 -1.98 -0.17  -0.682
C -0.78 0.19 0.96  -0.423
C -0.68 0.47 -0.46  -0.431
H 3.53 0.81 0.00  0.244
H 0.62 -2.45 -0.39  0.487
H -0.23 0.94 1.57  0.234
H -1.71 -0.34 1.25  0.237
H -1.49 0.34 -1.14  0.224
H -0.26 1.38 -0.79  0.219

Values from the calculation:
SMILES = C#CC1(O)CC1
Kohn-Sham gap = 10.28 eV
total charge = 0
E_LUMO = 0.96 eV

Arrangement B

Computed, not measured: the molecule C5H6O, with ωB97M-V/def2-TZVPD.

Last column: natural (NBO) charge in e.
Positions of all 12 atoms, in Å:
C -2.14 0.78 0.15  -0.686
C -0.84 0.19 0.39  0.031
C 0.23 -0.24 0.75  -0.035
C 1.60 -0.69 0.54  -0.560
C 1.55 -0.43 -0.97  0.456
O 1.94 0.57 -1.50  -0.528
H -2.46 1.25 1.08  0.243
H -2.87 0.03 -0.14  0.237
H -2.10 1.55 -0.63  0.242
H 1.75 -1.74 0.83  0.239
H 2.35 -0.06 1.03  0.248
H 0.98 -1.21 -1.52  0.114

Values from the calculation:
SMILES = CC#CCC=O
Kohn-Sham gap = 10.36 eV
total charge = 0
E_LUMO = 0.92 eV

Arrangement C

Computed, not measured: the molecule C5H6O, with ωB97M-V/def2-TZVPD.

Last column: natural (NBO) charge in e.
Positions of all 12 atoms, in Å:
C -1.82 0.31 -0.29  -0.589
C -0.86 -0.84 -0.02  -0.509
C 0.51 -0.44 -0.05  0.169
C 1.63 -0.12 -0.36  -0.210
C 2.63 0.59 0.39  0.385
O 2.48 1.65 0.96  -0.508
H -1.79 1.05 0.51  0.219
H -1.54 0.82 -1.22  0.219
H -2.83 -0.09 -0.39  0.213
H -0.86 -1.56 -0.85  0.252
H -1.09 -1.38 0.90  0.242
H 3.54 0.00 0.41  0.118

Values from the calculation:
SMILES = CCC#CC=O
Kohn-Sham gap = 10.49 eV
total charge = 0
E_LUMO = 0.45 eV

Bottom line: arrangement B, by a margin of 0.473 eV.

Arrangement A

Computed, not measured: the ion C9H16N4 with charge +2, with ωB97M-V/def2-TZVPD.

Last column: natural (NBO) charge in e.
Positions of all 29 atoms, in Å:
C 2.84 1.35 1.00  0.061
N 1.86 0.68 0.58  -0.459
C 1.20 -0.36 1.34  -0.282
C -0.15 -0.41 0.62  0.041
N -0.93 -1.62 0.46  -0.508
C -0.58 -2.77 0.82  0.065
C -1.17 0.58 1.22  -0.240
N -2.30 0.56 0.26  -0.529
C -1.99 1.26 -1.02  -0.226
C -0.47 1.36 -1.25  -0.495
C 0.22 0.11 -0.80  0.494
N 0.76 -0.66 -1.64  -0.315
C 1.52 -1.25 -2.41  0.105
H 3.27 2.09 0.34  0.209
H 3.28 1.23 1.98  0.192
H 1.13 -0.17 2.41  0.240
H 1.75 -1.30 1.20  0.237
H -1.28 -3.57 0.66  0.220
H 0.37 -3.03 1.29  0.181
H -1.50 0.21 2.19  0.267
H -0.77 1.59 1.34  0.248
H -3.17 0.93 0.67  0.462
H -2.40 -0.47 0.10  0.480
H -2.40 2.27 -1.01  0.263
H -2.46 0.71 -1.84  0.250
H -0.28 1.55 -2.31  0.281
H -0.05 2.20 -0.69  0.274
H 1.13 -2.01 -3.09  0.244
H 2.59 -1.04 -2.44  0.239

Values from the calculation:
SMILES = C=NC[C@@]1(N=C)C[NH2+]CCC1=[N+]=C
Kohn-Sham gap = 10.01 eV
total charge = +2
E_LUMO = -7.13 eV

Arrangement B

Computed, not measured: the ion C9H16N4 with charge +2, with ωB97M-V/def2-TZVPD.

Last column: natural (NBO) charge in e.
Positions of all 29 atoms, in Å:
C 1.70 -1.86 -0.47  -0.416
N 0.40 -1.60 0.27  -0.363
C 0.24 -2.60 1.42  -0.412
C 0.12 -0.24 0.94  0.172
N -0.87 -0.21 1.76  -0.444
C -1.77 0.66 1.74  0.344
N -1.76 1.77 0.92  -0.554
C -0.79 1.92 0.09  0.632
N -0.32 3.02 -0.34  -0.492
C 0.77 2.88 -1.03  0.387
C 1.08 1.35 -1.31  -0.529
C -0.08 0.67 -0.57  -0.137
C -1.19 0.18 -1.46  -0.650
H 2.49 -1.47 0.16  0.238
H 1.89 -2.97 -0.68  0.284
H 1.60 -1.28 -1.41  0.224
H -0.33 -1.72 -0.43  0.434
H 0.84 -2.33 2.23  0.237
H -0.75 -2.58 1.74  0.242
H 0.41 -3.63 1.11  0.251
H 1.02 0.24 1.34  0.250
H -2.30 0.73 2.71  0.262
H -2.12 2.64 1.37  0.474
H 1.33 3.75 -1.40  0.266
H 0.81 1.31 -2.34  0.282
H 2.14 1.17 -1.18  0.290
H -2.11 0.69 -1.20  0.246
H -1.36 -0.88 -1.47  0.216
H -1.08 0.40 -2.50  0.267

Values from the calculation:
SMILES = C[NH+](C)[C@@H]1N=C[NH+]=C2N=CC[C@]21C
Kohn-Sham gap = 8.64 eV
total charge = +2
E_LUMO = -9.35 eV

Bottom line: arrangement A, by a margin of 1.348 eV.